Computed, not measured: an isolated molecule of C6H10NOPS in a non-equilibrium geometry, with ωB97M-V with the def2-TZVPD basis set.

Cartesian coordinates (Å):
C: -1.27982 1.20832 2.34158
C: -1.41406 0.51519 -0.60348
C: -0.17078 1.38284 -0.06057
C: -1.25261 -0.95157 -0.85012
C: -0.09669 1.43858 1.51552
C: 1.52220 -1.98203 0.64436
N: -2.14970 0.90152 3.04386
O: 0.65473 2.62422 1.90343
P: 0.27151 -1.43801 1.85250
S: -1.47878 -1.87532 0.82007
H: -2.27996 0.81298 -0.00511
H: -1.49139 1.01661 -1.62948
H: 0.81770 0.96407 -0.34271
H: -0.45485 2.46396 -0.32963
H: -2.09041 -1.45214 -1.35985
H: -0.33191 -1.39713 -1.24048
H: 0.46793 2.86547 2.85848
H: 2.33350 -2.18395 1.33048
H: 1.19888 -2.74097 0.10120
H: 1.94618 -1.15431 0.06116

The energy above the lowest of the compared OMol25 structures with the same formula, charge and spin comes out at 75.9 kcal per mole. Its HOMO energy (alpha / beta) is -8.3 / -7.6 eV. The total energy is -30042.1807 eV. The value obtained for the strongest force on any atom is 0.1068 hartree/bohr.

Computed, not measured: an isolated molecule of C6H10O, with ωB97M-V with the def2-TZVPD basis set.

Cartesian coordinates (Å):
C: -2.53707 -0.51070 -0.35034
C: -1.40440 0.41859 -0.22846
C: -0.43655 0.05132 0.82660
C: 1.02492 0.26546 0.46053
O: 1.90221 0.29254 1.55217
C: 1.51587 -0.34144 -0.82205
C: 1.38206 1.15796 -0.67532
H: -3.47349 -0.02087 -0.63570
H: -2.69502 -1.27606 0.42732
H: -2.21295 -1.03249 -1.27399
H: 0.56115 1.64737 -1.18798
H: -0.57236 -0.93777 1.30860
H: -0.70142 0.80772 1.59426
H: 2.03034 -0.61746 1.84965
H: 2.51917 -0.75777 -0.82748
H: 0.79566 -0.87001 -1.44473
H: 2.30187 1.72361 -0.57310

The energy above the lowest of the compared OMol25 structures with the same formula, charge and spin comes out at 94.4 kcal per mole. Its HOMO energy is -8.3 eV. The total energy is -8427.1474 eV. The value obtained for the strongest force on any atom is 0.0070 hartree/bohr.

So what do the calculations give for molecular weight? Going down the list: 175.19 98.14 g mol⁻¹.